(1)
This record from the OMol25 dataset describes a molecular structure, C26H49FeN3O2Si at a distorted geometry. The level of theory is ωB97M-V with the def2-TZVPD basis set.

Summary:
Net charge   +1
HOMO energy (spin up / spin down)   -6.820 / -10.458 eV
Frontier orbital gap (spin up / spin down)   3.735 / 7.255 eV
2S+1   6
<S²>   8.7686

Atoms and positions in Å:
Fe1 -1.434 4.746 0.775
C1 -1.982 2.076 -0.801
C2 -1.818 3.257 -1.772
N1 -2.180 4.635 -1.353
C3 -3.621 5.011 -1.579
C4 -4.160 5.641 -0.307
N2 -3.646 4.807 0.892
C5 -4.306 3.411 1.010
C6 -3.317 2.270 1.275
N3 -2.031 2.423 0.598
H1 -1.304 1.241 -0.983
H2 -2.998 1.653 -1.039
H3 -2.502 2.953 -2.637
H4 -0.859 3.140 -2.306
H5 -1.530 5.345 -1.789
H6 -4.135 4.123 -1.996
H7 -3.680 5.767 -2.369
H8 -5.227 5.688 -0.296
H9 -3.701 6.647 -0.135
H10 -3.835 5.297 1.760
H11 -5.014 3.260 0.134
H12 -4.969 3.429 1.944
H13 -3.758 1.309 1.078
H14 -3.075 2.253 2.353
H15 -1.271 1.953 1.108
C7 2.532 3.911 1.964
C8 1.303 4.471 1.378
O1 0.155 3.931 1.515
C9 1.498 5.563 0.452
C10 2.764 5.534 -0.297
C11 3.143 6.608 -1.048
C12 2.304 7.703 -1.223
C13 0.950 7.554 -0.885
C14 0.532 6.547 0.059
O2 -0.714 6.558 0.538
H16 2.352 3.710 3.043
H17 3.398 4.590 1.880
H18 2.750 2.977 1.451
H19 3.413 4.671 -0.223
H20 4.090 6.661 -1.578
H21 2.611 8.600 -1.751
H22 0.150 8.252 -1.260
C15 -1.189 -4.891 -1.757
C16 -0.780 -5.244 -0.321
C17 -1.628 -4.393 0.710
C18 -0.945 -6.762 -0.146
Si1 1.069 -4.790 0.101
C19 2.177 -4.055 -1.275
C20 3.613 -3.678 -0.892
C21 1.478 -2.723 -1.779
C22 2.309 -5.135 -2.381
C23 1.880 -5.031 1.927
C24 2.256 -3.612 2.362
C25 0.819 -5.559 2.900
C26 3.042 -6.036 1.734
H23 -1.907 -5.645 -2.120
H24 -0.348 -5.121 -2.413
H25 -1.594 -3.886 -2.039
H26 -1.032 -3.630 1.187
H27 -2.157 -4.913 1.471
H28 -2.340 -3.859 0.050
H29 -1.964 -7.013 0.217
H30 -0.269 -7.220 0.519
H31 -0.905 -7.220 -1.142
H32 3.593 -2.937 -0.037
H33 4.083 -3.224 -1.825
H34 4.264 -4.556 -0.616
H35 1.028 -2.193 -0.926
H36 0.619 -2.875 -2.517
H37 2.251 -2.158 -2.241
H38 2.610 -6.098 -2.063
H39 3.024 -4.751 -3.117
H40 1.421 -5.248 -2.940
H41 1.763 -2.893 1.693
H42 3.381 -3.431 2.234
H43 1.958 -3.407 3.400
H44 -0.152 -5.050 2.789
H45 0.999 -5.382 3.950
H46 0.645 -6.661 2.784
H47 3.976 -5.484 1.483
H48 2.870 -6.754 0.901
H49 3.204 -6.659 2.553


(2)
This record from the OMol25 dataset describes 2 unconnected molecules or ions with the total composition C26H49N4O2 at a distorted geometry. The level of theory is ωB97M-V with the def2-TZVPD basis set.

Summary:
Net charge   +1
HOMO energy   -10.837 eV
Frontier orbital gap   7.390 eV

Atoms and positions in Å:
C1 -5.000 -3.998 0.542
C2 -4.992 -2.712 1.032
C3 -3.878 -1.702 0.792
C4 -2.513 -2.357 0.832
C5 -2.244 -3.274 1.848
C6 -1.049 -3.934 1.947
C7 -0.826 -4.898 3.075
C8 -0.796 -4.208 4.464
C9 -2.229 -3.955 5.021
C10 -0.072 -5.116 5.472
N1 -0.105 -3.684 1.000
C11 1.189 -4.372 0.996
C12 1.168 -5.647 0.062
N2 -0.126 -6.093 -0.419
C13 -0.335 -2.794 0.004
O1 0.655 -2.599 -0.896
C14 -1.515 -2.083 -0.110
C15 -1.677 -1.071 -1.218
C16 -1.997 0.354 -0.736
C17 -0.721 1.171 -0.447
C18 -0.304 2.074 -1.619
C19 0.873 2.970 -1.214
C20 0.841 4.339 -1.910
C21 1.371 5.490 -1.021
C22 2.821 5.866 -1.329
C23 3.485 6.626 -0.174
C24 4.629 7.553 -0.633
C25 5.803 7.557 0.348
H1 -4.900 -4.851 1.212
H2 -5.082 -4.245 -0.517
H3 -5.853 -2.349 1.595
H4 -4.012 -1.255 -0.198
H5 -3.931 -0.952 1.580
H6 -3.023 -3.476 2.564
H7 0.101 -5.458 2.989
H8 -1.623 -5.643 3.116
H9 -0.325 -3.225 4.401
H10 -2.320 -4.356 6.028
H11 -2.488 -2.898 5.029
H12 -2.978 -4.472 4.419
H13 -0.780 -5.891 5.773
H14 0.161 -4.553 6.373
H15 0.808 -5.596 5.047
H16 1.966 -3.696 0.655
H17 1.469 -4.687 1.992
H18 1.588 -6.473 0.633
H19 1.780 -5.459 -0.820
H20 -0.775 -6.333 0.316
H21 -0.553 -5.485 -1.101
H22 0.821 -3.412 -1.391
H23 -2.384 -1.428 -1.971
H24 -0.725 -1.000 -1.743
H25 -2.627 0.392 0.148
H26 -2.530 0.870 -1.537
H27 0.106 0.542 -0.101
H28 -0.958 1.842 0.383
H29 -1.168 2.707 -1.826
H30 -0.065 1.427 -2.466
H31 0.860 3.141 -0.135
H32 1.816 2.466 -1.444
H33 -0.168 4.602 -2.224
H34 1.440 4.341 -2.822
H35 1.296 5.192 0.028
H36 0.761 6.378 -1.192
H37 3.419 4.966 -1.512
H38 2.889 6.483 -2.227
H39 2.744 7.241 0.346
H40 3.897 5.931 0.562
H41 4.255 8.563 -0.805
H42 4.994 7.188 -1.599
H43 6.194 6.548 0.479
H44 5.456 7.953 1.303
H45 6.601 8.192 -0.038
C26 0.004 3.031 -5.394
O2 -0.394 4.049 -4.863
N3 -0.809 1.946 -5.611
N4 1.294 2.880 -5.823
H46 -0.496 1.103 -6.053
H47 -1.764 2.022 -5.316
H48 1.918 3.653 -5.686
H49 1.635 2.048 -6.266


(3)
This record from the OMol25 dataset describes a molecular structure, C26H50Cl4O2P2PdSi2 at a distorted geometry. The level of theory is ωB97M-V with the def2-TZVPD basis set.

Summary:
Net charge   0
HOMO energy (spin up / spin down)   -2.754 / -8.722 eV
Frontier orbital gap (spin up / spin down)   3.213 / 6.449 eV
2S+1   5
<S²>   6.0160

Atoms and positions in Å:
Pd1 0.129 -0.082 -0.249
C1 0.630 0.370 -2.427
C2 1.810 0.460 -1.648
C3 2.101 -0.890 -1.219
Si1 2.689 2.097 -1.517
C4 1.042 -1.728 -1.623
C5 0.059 -0.923 -2.318
Si2 -1.574 -1.271 -3.140
H1 0.283 1.135 -3.106
H2 2.974 -1.231 -0.672
H3 0.996 -2.793 -1.428
Cl1 -0.616 -0.987 3.551
C6 -1.982 0.064 -4.354
C7 -1.545 -2.947 -3.942
C8 2.069 3.272 -2.805
C9 4.527 1.855 -1.641
H4 -1.023 -2.820 -4.901
H5 -2.572 -3.279 -4.146
H6 -1.025 -3.721 -3.367
H7 -2.014 1.045 -3.859
H8 -2.957 -0.175 -4.801
H9 -1.212 0.073 -5.137
H10 4.751 1.717 -2.709
H11 4.916 0.990 -1.093
H12 5.041 2.761 -1.294
H13 2.294 2.857 -3.796
H14 2.602 4.223 -2.676
H15 0.984 3.421 -2.708
C10 -2.716 -1.112 -1.660
C11 2.066 2.658 0.162
P1 -1.899 -1.644 -0.099
H16 -3.632 -1.679 -1.868
H17 -2.987 -0.049 -1.520
P2 1.759 1.239 1.294
H18 1.094 3.172 0.037
H19 2.787 3.377 0.572
C12 1.390 2.074 2.912
C13 3.491 0.523 1.527
C14 -1.586 -3.480 -0.404
C15 -3.289 -1.614 1.130
C16 -3.187 -0.351 1.971
H20 -3.139 -2.500 1.767
C17 -4.655 -1.705 0.449
H21 -4.794 -0.835 -0.203
H22 -5.447 -1.701 1.204
H23 -4.789 -2.620 -0.136
H24 -2.261 -0.328 2.565
H25 -4.030 -0.317 2.668
H26 -3.226 0.554 1.358
H27 -0.911 -3.506 -1.273
C18 -2.888 -4.195 -0.745
C19 -0.887 -4.165 0.771
H28 -3.366 -3.783 -1.639
H29 -3.587 -4.161 0.099
H30 -2.678 -5.253 -0.943
H31 0.135 -3.791 0.893
H32 -0.829 -5.247 0.578
H33 -1.414 -4.007 1.723
H34 3.800 0.209 0.517
C20 3.506 -0.703 2.440
C21 4.450 1.588 2.047
H35 4.532 2.441 1.366
H36 5.451 1.153 2.150
H37 4.148 1.934 3.043
H38 2.986 -1.546 1.974
H39 3.026 -0.509 3.410
H40 4.548 -1.009 2.623
C22 -0.114 2.066 3.145
C23 1.943 3.498 2.961
H41 1.889 1.463 3.681
H42 1.465 4.101 2.181
H43 3.029 3.547 2.841
H44 1.719 3.950 3.933
H45 -0.655 2.573 2.340
H46 -0.335 2.595 4.077
H47 -0.508 1.044 3.239
C24 0.529 -2.095 2.960
H48 0.942 -2.952 3.652
H49 1.280 -1.477 2.409
H50 0.167 -2.355 1.936
Cl2 -1.758 5.013 -0.488
C25 -2.649 3.506 -0.288
Cl3 -3.101 3.252 1.424
Cl4 -4.028 3.243 -1.352
C26 -1.618 2.408 -0.739
O1 -1.169 2.385 -1.899
O2 -1.376 1.633 0.253